Density functional theory data (wB97M-V/def2-TZVPD) for a molecular structure, C18H37BN9OP2Tl.

Highest occupied orbital energy, hartree: -0.2949
Strongest force on any atom, eV/Å: 0.245
E_tot, Eh: -2156.31462
Kohn-Sham gap, eV: 8.61

CARTESIAN COORDINATES (ANGSTROEM)
Tl -0.220488 -0.158075 0.209170
C -0.288428 2.514586 4.194317
C -0.390370 2.363099 2.804137
N 0.154923 1.216714 2.411139
N 0.605504 0.605312 3.526690
C 0.358073 1.367049 4.607474
B 1.372531 -0.746276 3.487076
N 0.389203 -1.912120 3.237902
C 0.193837 -2.990787 4.020944
C -0.817815 -3.749660 3.469055
C -1.192846 -3.031658 2.323411
N -0.464240 -1.927625 2.195530
N 2.464186 -0.684420 2.388885
C 3.792880 -0.617684 2.601297
C 4.424038 -0.495366 1.380690
C 3.371603 -0.492505 0.455038
N 2.199609 -0.610276 1.067083
H -0.631222 3.337780 4.799284
H -0.802932 3.042692 2.068666
H 0.652011 1.039201 5.592661
H 1.911073 -0.924784 4.549987
H 0.788240 -3.145889 4.908722
H -1.223770 -4.676605 3.840971
H -1.958585 -3.258992 1.593536
H 4.194764 -0.660743 3.602530
H 5.481655 -0.420294 1.189261
H 3.412705 -0.411472 -0.622214
C -2.488815 3.560960 -0.035567
N -1.445649 4.344506 -0.695655
C -1.696162 5.775321 -0.719321
P -0.573596 3.550021 -1.877406
O 0.011004 2.303728 -1.335125
N 0.556187 4.635614 -2.399286
C 0.422563 5.508602 -3.549433
C 1.615247 4.994445 -1.457816
N -1.557821 3.253407 -3.186584
C -2.643771 4.167602 -3.504561
C -1.829305 1.860877 -3.548042
H -2.631302 3.919760 0.986926
H -2.194049 2.512981 0.010395
H -3.453492 3.634573 -0.553268
H -1.776440 6.145044 0.305146
H -2.624962 6.039358 -1.240450
H -0.868018 6.296874 -1.198082
H -0.200709 5.039305 -4.306520
H 1.409788 5.674579 -3.984187
H 0.001965 6.489538 -3.295417
H 1.675463 4.249993 -0.665865
H 1.448728 5.979193 -1.005187
H 2.575128 5.017093 -1.978158
H -2.363606 5.198481 -3.294207
H -3.559656 3.938234 -2.948165
H -2.874681 4.096639 -4.568719
H -0.998001 1.232361 -3.242975
H -1.961719 1.784238 -4.631504
H -2.735631 1.481333 -3.061039
C -2.735738 -2.695984 -4.160415
P -1.691234 -2.096820 -2.763487
C -1.381059 -3.710771 -1.931248
C -0.088871 -1.928214 -3.654423
H -2.291096 -3.557364 -4.666350
H -2.876034 -1.891002 -4.884986
H -3.718998 -2.976260 -3.778382
H -1.013477 -4.458909 -2.637398
H -2.307066 -4.070987 -1.479453
H -0.647000 -3.577664 -1.133657
H 0.174466 -2.847910 -4.181856
H 0.699120 -1.686898 -2.938120
H -0.148234 -1.109424 -4.373633

Forces on atoms 1 to 2 (eV/Å):
Tl 0.0 0.0 -0.1
C 0.0 0.0 -0.1